1.
{
  "formula": "C4H3NO2",
  "method": "wB97M-V/def2-TZVPD",
  "species": ["O", "C", "C", "N", "C", "C", "O", "H", "H", "H"],
  "xyz": [[2.2853, -0.7847, -0.2280], [1.5600, 0.0727, 0.0821], [0.8189, 1.2105, 0.1880], [-0.3825, 1.2264, -0.5165], [-0.9533, 0.0357, -0.6683], [-0.8507, -1.0148, 0.2684], [-1.2561, -2.1366, 0.0887], [1.0333, 2.0520, 0.9488], [-1.6352, 0.0783, -1.4977], [-0.6198, -0.7393, 1.3345]],
  "mulliken_charge": [-0.34, 0.65, -0.34, -0.44, -0.06, -0.12, -0.48, 0.28, 0.43, 0.41],
  "fmax_ev_per_a": 4.65,
  "homo_lumo_gap_ev": 8.4,
  "homo_energy_ev": -9.092,
  "smiles": "O=C=C/N=C\\C=O",
  "lumo_energy_ev": -0.67,
  "e_tot_ev": -9778.5394
}



2.
{
  "formula": "C23H18BrN8O5RuS2",
  "method": "wB97M-V/def2-TZVPD",
  "species": ["Ru", "Br", "C", "C", "C", "C", "C", "C", "N", "N", "C", "C", "C", "C", "O", "C", "N", "C", "C", "C", "C", "H", "H", "H", "H", "H", "H", "H", "H", "H", "O", "C", "O", "C", "C", "N", "N", "C", "C", "O", "O", "H", "H", "H", "S", "C", "N", "C", "N", "C", "N", "S", "H", "H", "H", "H", "H", "H"],
  "xyz": [[0.1226, -1.1967, -1.0765], [1.8741, 4.2959, 2.6863], [0.0102, 4.1191, 2.4164], [-0.6822, 5.1230, 1.7607], [-2.0447, 4.9757, 1.5522], [-2.6933, 3.8180, 1.9569], [-1.9986, 2.8407, 2.6621], [-0.6415, 2.9913, 2.8921], [-4.1080, 3.7574, 1.6824], [-4.6376, 2.7572, 1.1800], [-3.8406, 1.6225, 0.7895], [-4.1478, 0.4067, 1.3389], [-3.3614, -0.7329, 1.1010], [-2.2571, -0.6512, 0.2826], [-1.4569, -1.6739, 0.0197], [-1.9810, 0.5921, -0.3518], [-0.8949, 0.6039, -1.1818], [-0.6489, 1.6793, -1.8877], [-1.4404, 2.8372, -1.8020], [-2.4892, 2.8683, -0.9297], [-2.7854, 1.7248, -0.1529], [-0.1663, 6.0110, 1.4236], [-2.6140, 5.7530, 1.0581], [-2.5060, 1.9570, 3.0217], [-0.0908, 2.2280, 3.4241], [-4.9974, 0.3418, 2.0076], [-3.6157, -1.6817, 1.5540], [0.1913, 1.6359, -2.5679], [-1.2023, 3.6865, -2.4259], [-3.1087, 3.7509, -0.8469], [5.2307, -3.8117, -2.1916], [5.2444, -2.5944, -2.7006], [6.2013, -2.1275, -3.2649], [4.0046, -1.7751, -2.5434], [3.9020, -0.4746, -2.9885], [2.6766, -0.0349, -2.6619], [1.9723, -0.9782, -2.0320], [2.7565, -2.0441, -1.9550], [2.1857, -3.2359, -1.2477], [2.8991, -4.2228, -1.0486], [0.9868, -3.0887, -0.8546], [4.3589, -4.0332, -1.7512], [4.6213, 0.1362, -3.5065], [2.2744, 0.8704, -2.8325], [-2.4197, -2.2579, -4.9176], [-1.4393, -1.9355, -3.6893], [-0.7051, -1.6978, -2.8021], [0.5291, -4.2209, 2.1734], [0.3756, -2.8096, 1.8608], [1.3988, -1.9972, 1.7086], [2.6078, -2.3603, 2.1359], [1.1992, -0.4455, 0.9592], [-0.4398, -4.6995, 2.0693], [0.8709, -4.3620, 3.2003], [1.2208, -4.6916, 1.4703], [-0.4755, -2.5100, 1.3857], [2.7880, -3.2769, 2.5105], [3.3874, -1.7618, 1.9273]],
  "lowdin_spin": [0.78, 0.00, 0.00, 0.00, 0.00, 0.00, 0.00, 0.00, 0.00, 0.00, 0.01, 0.00, 0.01, -0.01, 0.05, 0.00, -0.01, 0.00, 0.00, 0.00, 0.00, 0.00, 0.00, 0.00, 0.00, 0.00, 0.00, 0.00, 0.00, 0.00, 0.00, 0.00, 0.00, 0.00, 0.01, 0.00, -0.01, 0.01, 0.00, 0.00, 0.00, 0.00, 0.00, 0.00, 0.07, 0.03, 0.02, 0.00, 0.00, 0.00, 0.00, 0.01, 0.00, 0.00, 0.00, 0.00, 0.00, 0.00],
  "fmax_ev_per_a": 0.15,
  "s_squared": 0.758,
  "homo_lumo_gap_ev": [7.2, 6.1],
  "multiplicity": 2,
  "homo_energy_ev": [-8.025, -7.934],
  "lumo_energy_ev": [-0.85, -1.79],
  "e_tot_ev": -140598.8319
}



3.
{
  "formula": "C32H29BF6N7O5S4SbTl",
  "method": "wB97M-V/def2-TZVPD",
  "species": ["Tl", "N", "C", "S", "N", "N", "C", "C", "C", "C", "C", "C", "N", "H", "H", "H", "H", "H", "H", "H", "S", "C", "C", "C", "C", "C", "C", "S", "H", "H", "H", "H", "F", "Sb", "F", "F", "F", "F", "F", "O", "S", "O", "O", "C", "N", "C", "C", "C", "N", "C", "C", "C", "N", "C", "C", "H", "H", "H", "H", "H", "H", "C", "C", "C", "C", "C", "C", "C", "C", "O", "B", "O", "C", "C", "H", "H", "H", "H", "H", "H", "H", "H", "H", "H", "H", "H"],
  "xyz": [[-1.0759, 1.3601, 1.8019], [-3.7764, 5.1512, 2.0987], [-2.6703, 4.3749, 2.1074], [-2.3557, 3.4051, 3.4668], [-1.8317, 4.5554, 1.1043], [-0.8598, 3.7015, 0.9125], [0.0851, 3.9864, 0.0740], [1.1245, 3.0473, -0.2050], [2.1086, 3.3469, -1.1648], [3.1339, 2.4574, -1.3828], [3.1650, 1.2831, -0.6397], [2.1458, 1.0505, 0.2678], [1.1524, 1.8922, 0.4825], [-4.5181, 4.8629, 2.7182], [-4.0792, 5.4343, 1.1773], [0.1148, 4.9512, -0.4302], [2.0468, 4.2746, -1.7137], [3.9069, 2.6709, -2.1095], [3.9611, 0.5684, -0.7648], [2.1380, 0.1495, 0.8628], [-2.2657, -0.2186, 3.6525], [-1.3670, 0.2114, 5.0609], [-1.8779, -0.3162, 6.2575], [-1.2937, -0.0671, 7.4703], [-0.1605, 0.7437, 7.5350], [0.3617, 1.2728, 6.3829], [-0.2060, 1.0216, 5.1250], [0.6439, 1.7394, 3.7952], [-2.7599, -0.9333, 6.1794], [-1.7104, -0.4958, 8.3678], [0.3063, 0.9564, 8.4847], [1.2429, 1.8974, 6.4104], [-3.9704, 2.0085, 1.0394], [-5.3831, 2.4390, -0.1789], [-4.3855, 3.9261, -0.8964], [-6.0472, 3.6271, 1.1932], [-6.9090, 3.0282, -1.1863], [-6.3839, 0.9896, 0.5464], [-5.0146, 1.3041, -1.6831], [4.6373, -6.2127, 4.9696], [5.2713, -6.6352, 3.7341], [6.4555, -5.8648, 3.3588], [5.4047, -8.0750, 3.5839], [4.1653, -6.0982, 2.3728], [4.3903, -6.7123, 1.2246], [3.7888, -6.2280, 0.1541], [2.9401, -5.1359, 0.2135], [2.7406, -4.5735, 1.4772], [3.3748, -5.0595, 2.5438], [1.8548, -3.4133, 1.6747], [0.8088, -3.1311, 0.7952], [0.0589, -1.9821, 0.9812], [0.2943, -1.1091, 1.9500], [1.2565, -1.3995, 2.8192], [2.0517, -2.5309, 2.7362], [4.0094, -6.7263, -0.7839], [2.4883, -4.7325, -0.6784], [0.5808, -3.7901, -0.0300], [-0.7528, -1.7428, 0.3085], [1.4058, -0.6801, 3.6131], [2.8241, -2.7285, 3.4623], [-1.1733, -0.7872, -6.8763], [-0.1188, -0.0147, -6.0699], [0.3751, 1.2019, -6.8645], [1.0783, -0.9435, -5.8389], [-0.7598, 0.4533, -4.7688], [-1.8403, 1.3406, -4.8113], [-2.5046, 1.7950, -3.6821], [-2.0493, 1.3290, -2.4676], [-2.4526, 1.5924, -1.1995], [-1.6551, 0.8495, -0.3656], [-0.7235, 0.1422, -1.1148], [-0.9739, 0.4402, -2.4132], [-0.3160, -0.0102, -3.5362], [-0.7436, -1.1747, -7.7994], [-2.0187, -0.1524, -7.1269], [-1.5418, -1.6228, -6.2850], [0.8611, 0.8821, -7.7849], [1.0962, 1.7588, -6.2698], [-0.4444, 1.8668, -7.1231], [1.4957, -1.2427, -6.7990], [0.7766, -1.8425, -5.3073], [1.8589, -0.4380, -5.2756], [-2.1791, 1.6982, -5.7716], [-3.3455, 2.4666, -3.7298], [0.5136, -0.6846, -3.4187]],
  "lowdin_spin": [0.01, 0.00, 0.00, 0.05, 0.00, 0.00, 0.00, 0.00, 0.00, 0.00, 0.00, 0.00, 0.00, 0.00, 0.00, 0.00, 0.00, 0.00, 0.00, 0.00, 0.43, 0.08, 0.03, 0.01, 0.05, -0.01, 0.09, 0.22, 0.00, 0.00, 0.00, 0.00, 0.00, 0.00, 0.00, 0.00, 0.00, 0.00, 0.00, 0.00, 0.00, 0.00, 0.00, 0.00, 0.00, 0.00, 0.00, 0.00, 0.00, 0.00, 0.00, 0.00, 0.01, 0.01, 0.00, 0.00, 0.00, 0.00, 0.00, 0.01, 0.00, 0.00, 0.00, 0.00, 0.00, 0.00, 0.00, 0.00, 0.00, 0.00, 0.00, 0.00, 0.00, 0.00, 0.00, 0.00, 0.00, 0.00, 0.00, 0.00, 0.00, 0.00, 0.00, 0.00, 0.00, 0.00],
  "fmax_ev_per_a": 1.70,
  "s_squared": 0.773,
  "homo_lumo_gap_ev": [6.8, 4.9],
  "multiplicity": 2,
  "homo_energy_ev": [-3.639, -3.534],
  "charge": -2,
  "lumo_energy_ev": [3.19, 1.39],
  "e_tot_ev": -125885.2879
}



4.
{
  "formula": "C11H17F9NO2Si",
  "method": "wB97M-V/def2-TZVPD",
  "species": ["O", "C", "O", "Si", "C", "F", "F", "C", "F", "F", "C", "F", "F", "C", "F", "F", "F", "H", "H", "C", "C", "N", "C", "C", "C", "C", "H", "H", "H", "H", "H", "H", "H", "H", "H", "H", "H", "H", "H", "H", "H"],
  "xyz": [[0.7266, -3.6502, 0.2924], [0.9631, -3.6831, -0.9261], [1.9475, -4.1168, -1.5492], [-0.4467, -3.1615, -2.1199], [-1.4965, -1.6984, -1.3469], [-1.9615, -0.8102, -2.2933], [-0.6357, -0.9882, -0.5492], [-2.6940, -2.0233, -0.4327], [-2.2949, -2.8415, 0.5554], [-3.1279, -0.8676, 0.1325], [-3.9220, -2.6837, -1.1503], [-5.0349, -1.9459, -0.9237], [-3.7313, -2.7497, -2.4775], [-4.2768, -4.1088, -0.6569], [-5.2957, -4.5609, -1.3943], [-4.6670, -4.0790, 0.6075], [-3.2721, -4.9494, -0.7821], [0.1212, -2.6611, -3.3902], [-1.3455, -4.2968, -2.4263], [1.9010, 4.1786, -0.9222], [1.4016, 2.8827, -0.2983], [2.4075, 2.2139, 0.5004], [2.0595, 0.8382, 0.8348], [0.8367, 0.6014, 1.7244], [2.9865, 3.0050, 1.5664], [2.0401, 3.6108, 2.6138], [2.8254, 4.0075, -1.4756], [1.1533, 4.5663, -1.6159], [2.0850, 4.9524, -0.1748], [1.1185, 2.1986, -1.1014], [0.4777, 3.0932, 0.2653], [2.9325, 0.3667, 1.2924], [1.9030, 0.3044, -0.1058], [1.0242, 0.8722, 2.7646], [0.5821, -0.4594, 1.7037], [-0.0372, 1.1524, 1.3741], [3.5552, 3.8234, 1.1135], [3.7324, 2.3867, 2.0714], [1.1860, 4.1072, 2.1510], [2.5759, 4.3616, 3.2003], [1.6631, 2.8632, 3.3093]],
  "mulliken_charge": [-0.64, 0.47, -0.69, 0.38, 0.52, -0.32, -0.21, 0.68, -0.28, -0.34, 0.50, -0.31, -0.28, 0.66, -0.27, -0.26, -0.22, -0.17, -0.21, -1.48, -0.25, 0.12, -0.82, -1.01, -0.73, -0.95, 0.34, 0.44, 0.29, 0.41, 0.25, 0.29, 0.50, 0.31, 0.42, 0.24, 0.39, 0.35, 0.24, 0.39, 0.26],
  "fmax_ev_per_a": 0.65,
  "homo_lumo_gap_ev": 7.2,
  "homo_energy_ev": -4.283,
  "charge": -1,
  "lumo_energy_ev": 2.89,
  "e_tot_ev": -49604.5335
}